{"formula": "C15H43Br3N8O6P2", "method": "the ωB97M-V functional and the def2-TZVPD basis", "symbols": ["C", "N", "O", "O", "H", "H", "H", "C", "N", "O", "O", "H", "H", "H", "O", "P", "N", "C", "C", "N", "C", "C", "N", "C", "C", "H", "H", "H", "H", "H", "H", "H", "H", "H", "H", "H", "H", "H", "H", "H", "H", "H", "H", "O", "P", "N", "C", "C", "N", "C", "C", "N", "C", "C", "H", "H", "H", "H", "H", "H", "H", "H", "H", "H", "H", "H", "H", "H", "H", "H", "H", "H", "C", "Br", "Br", "Br", "H"], "xyz": [[-2.03924, -1.80277, -0.99591], [-3.22002, -2.02704, -0.12177], [-4.29151, -1.56719, -0.48081], [-3.00547, -2.55600, 0.93960], [-1.84134, -2.75908, -1.47005], [-1.21368, -1.53882, -0.34135], [-2.23147, -0.95159, -1.63351], [-6.73758, 0.37353, -0.06999], [-6.35463, 0.87520, 1.27493], [-6.45736, 2.07403, 1.45495], [-5.98076, 0.07860, 2.11184], [-6.58586, -0.70366, -0.03363], [-5.96256, 0.70069, -0.75952], [-7.76231, 0.63544, -0.28260], [-0.01482, 0.94973, -0.49769], [-0.62105, 2.21816, -0.06638], [-0.14528, 2.68895, 1.43271], [-0.68082, 3.83855, 2.11275], [1.16821, 2.26414, 1.88237], [-2.26871, 2.24879, 0.09113], [-2.89774, 1.48094, 1.15616], [-3.13769, 2.70942, -0.98456], [-0.29332, 3.46859, -1.11485], [-0.80605, 4.82375, -0.95952], [0.06341, 3.13167, -2.47844], [-0.58945, 3.70214, 3.19354], [-1.76138, 3.90120, 1.96062], [-0.20209, 4.77737, 1.81916], [1.37923, 2.64403, 2.87837], [1.97356, 2.67379, 1.24338], [1.28643, 1.18345, 1.82355], [-2.17564, 0.80099, 1.60912], [-3.25430, 2.16887, 1.92915], [-3.73426, 0.87760, 0.80518], [-3.05372, 3.77712, -1.19825], [-2.90974, 2.22109, -1.94175], [-4.17027, 2.51936, -0.70102], [-1.52962, 4.88607, -0.15402], [0.01559, 5.51656, -0.74555], [-1.23414, 5.14778, -1.90997], [-0.73495, 3.39538, -3.18935], [0.24624, 2.06272, -2.57684], [0.96786, 3.63900, -2.83401], [5.11669, -3.44135, -0.29168], [3.98067, -2.55277, -0.56509], [4.37633, -1.21018, -1.49051], [5.51455, -1.32640, -2.40106], [3.87925, 0.12956, -1.28535], [3.22282, -1.93247, 0.78421], [4.09578, -1.15812, 1.67057], [2.39473, -2.85764, 1.55454], [2.72102, -3.29321, -1.37325], [1.44690, -2.61260, -1.54403], [3.10969, -4.14637, -2.47733], [6.20740, -2.08140, -2.03296], [6.01468, -0.36234, -2.48506], [5.17183, -1.62035, -3.39941], [3.53900, 0.56250, -2.22781], [4.60877, 0.78283, -0.78224], [3.02868, 0.10416, -0.61008], [3.47705, -0.68365, 2.43385], [4.83699, -1.79842, 2.16055], [4.60908, -0.38399, 1.10474], [3.01249, -3.56476, 2.12146], [1.71096, -2.30393, 2.19485], [1.79453, -3.46369, 0.88168], [0.73502, -3.34844, -1.92021], [1.07450, -2.22976, -0.59729], [1.54686, -1.73943, -2.20412], [3.24267, -3.56506, -3.40584], [2.32542, -4.88222, -2.67106], [4.04423, -4.64993, -2.24465], [-1.64479, -3.25415, 3.73381], [-0.71786, -2.77449, 5.33246], [-3.28863, -4.16035, 4.11863], [-0.53007, -4.35443, 2.59414], [-1.85897, -2.37567, 3.14645]], "forces_ev_per_a": [[0.3, 0.0, 0.4], [0.1, 1.2, 0.0], [0.1, -0.4, 0.0], [-0.3, -0.5, 0.3], [0.0, 0.2, -0.4], [0.0, -0.1, 0.1], [-0.2, -0.3, -0.4], [0.9, -1.4, 0.2], [-0.3, 0.2, 0.4], [0.1, 0.0, -0.1], [0.0, 0.1, -0.3], [-0.4, 0.0, 0.1], [-0.4, 0.6, -0.2], [0.0, 0.4, -0.2], [0.3, -0.4, 0.0], [-0.8, 0.9, 0.0], [0.3, -0.6, 0.7], [-0.6, 0.1, 0.4], [1.0, 0.2, -0.7], [-0.3, 0.0, -0.3], [0.2, 0.2, 0.3], [0.2, 0.0, -0.4], [-0.1, -0.4, -0.6], [0.7, 0.0, 0.0], [0.2, -0.2, -0.7], [0.3, 0.1, 0.0], [0.1, 0.2, -0.3], [0.0, 0.1, 0.1], [-0.2, -0.2, 0.2], [-0.2, 0.0, 0.1], [-0.2, 0.0, 0.2], [0.0, 0.0, 0.0], [-0.2, -0.3, 0.1], [0.0, 0.0, -0.2], [0.0, 0.0, 0.3], [-0.2, -0.2, 0.1], [0.0, -0.1, -0.1], [-0.1, 0.1, 0.0], [-0.1, 0.0, 0.1], [-0.3, 0.0, 0.1], [0.0, 0.0, 0.2], [0.0, 0.0, 0.2], [0.0, 0.1, 0.3], [0.4, -0.3, -0.5], [-0.8, 0.8, -0.1], [0.6, -0.1, 0.5], [-0.3, -0.2, 0.0], [-0.4, 0.0, 0.4], [-0.1, 0.2, 0.1], [-0.1, -0.1, -0.2], [0.1, -0.4, -0.4], [-0.1, -0.5, 0.7], [0.5, 0.2, 0.0], [-0.1, 0.2, -0.4], [0.1, 0.1, 0.0], [0.1, 0.0, 0.1], [0.1, 0.1, 0.0], [0.1, 0.2, 0.0], [0.1, 0.0, -0.4], [-0.3, -0.1, -0.1], [0.0, 0.0, 0.0], [0.0, 0.1, 0.0], [0.1, 0.0, 0.1], [-0.1, 0.2, 0.3], [0.1, 0.0, 0.2], [0.0, 0.0, 0.0], [-0.1, 0.2, -0.2], [0.0, 0.0, 0.1], [-0.3, -0.2, -0.2], [0.0, -0.1, 0.1], [0.1, -0.1, 0.1], [0.0, -0.1, 0.0], [0.1, -0.5, -0.4], [0.1, 0.2, 0.1], [-0.1, 0.1, 0.0], [0.0, -0.1, 0.1], [-0.1, 0.2, 0.1]], "mulliken_charge": [-0.6047, 0.9154, -0.5590, -0.4598, 0.4161, 0.0588, 0.2632, -0.7092, 0.9193, -0.5363, -0.4965, 0.3034, 0.2260, 0.3242, -0.4792, -0.3057, 0.4926, -1.0803, -0.9786, 0.6378, -0.6602, -1.0461, 0.2475, -1.2753, -1.0194, 0.4084, 0.3332, 0.2985, 0.3529, 0.2837, 0.2665, 0.4909, 0.2668, -0.2342, 0.2156, 0.3275, 0.3628, 0.4701, 0.2488, 0.4027, 0.3620, 0.1929, 0.3415, -0.8655, 0.2714, 0.4317, -1.1874, -1.3005, 0.7346, -1.2052, -1.3940, 0.3056, -0.9496, -1.0444, 0.3556, 0.3792, 0.2810, 0.4687, 0.4009, 0.3467, 0.3687, 0.3088, 0.3433, 0.3200, 0.4674, 0.3413, 0.5656, 0.0486, 0.2411, 0.3300, 0.3204, 0.3469, 0.2069, -0.0306, -0.0332, -0.0172, -0.1416], "homo_lumo_gap_ev": 8.265, "homo_energy_ev": -8.275}